Below is a 2-piece molecular cluster, C23H29N3O6 overall, with properties calculated with ωB97M-V/def2-TZVPD.

```
61
Properties=species:S:1:pos:R:3:forces:R:3:lowdin_charge:R:1
C 0.917 4.967 -1.292 0.068 -0.264 -0.060 -0.03
C 2.008 -3.167 -0.109 -0.150 -0.372 -0.300 -0.14
C 3.780 -3.579 2.469 -0.026 -0.010 -0.231 -0.05
H 1.443 4.981 -2.251 -0.056 -0.016 0.153 0.08
O -5.487 3.825 -0.035 1.445 0.551 0.402 0.12
H 0.316 2.473 1.043 -0.010 -0.081 -0.065 0.12
C -4.266 3.803 0.134 -2.025 -2.199 -1.067 -0.24
H 5.363 -6.253 -1.036 -0.122 0.130 -0.034 0.09
C -5.342 -0.461 -1.529 0.281 0.719 0.298 -0.08
O 2.167 -0.918 0.655 -0.426 0.094 -0.405 0.02
N -1.730 1.255 -0.397 1.214 0.478 0.303 0.15
H -1.060 -4.024 1.315 0.105 0.014 -0.062 0.09
H -1.636 6.992 0.742 -0.100 -0.130 0.191 0.09
C -2.137 2.536 -0.018 -0.627 -0.522 -0.255 -0.12
H -0.086 5.374 -1.447 0.089 -0.080 0.059 0.08
C -2.940 -0.810 -1.303 -0.105 -0.391 -0.157 -0.02
N 3.276 -2.318 1.931 0.396 -0.775 0.783 0.05
H 2.211 2.131 -0.334 -0.236 0.504 -0.148 0.09
C 0.148 3.462 0.607 -0.661 0.176 -0.151 -0.10
H 4.593 -3.959 1.849 -0.072 -0.144 0.132 0.08
C 3.729 -4.979 -0.542 0.453 -1.443 0.367 -0.56
H 0.318 2.911 -1.486 -0.113 0.008 -0.010 0.14
H 1.455 5.611 -0.591 -0.022 -0.105 -0.055 0.09
H 5.635 -4.534 -1.398 0.102 0.033 -0.173 0.08
H -4.323 -2.298 -2.038 0.092 0.146 0.072 0.10
O 3.412 -5.712 0.384 -0.331 0.053 0.224 0.04
C -1.290 6.116 1.300 -0.360 -0.302 -0.171 -0.03
H 1.468 -2.601 -0.867 0.115 0.172 0.024 0.15
H 0.610 4.169 1.297 -0.055 0.014 -0.132 0.12
H 2.989 -4.326 2.529 0.194 0.000 -0.070 0.07
C -4.212 -1.286 -1.659 0.563 0.664 0.329 -0.08
H -0.669 -2.649 0.262 -0.094 0.071 0.036 0.07
H -2.071 -1.452 -1.405 -0.064 0.016 -0.016 0.09
C 4.905 -5.341 -1.417 -0.012 0.062 0.021 0.01
H 1.332 -4.688 1.296 0.162 0.000 0.082 0.12
H 3.519 -1.484 2.445 -0.129 0.043 -0.179 0.14
H 4.560 -5.508 -2.435 0.123 0.044 -0.154 0.09
C -3.497 2.596 -0.185 -0.153 -0.107 -0.089 -0.04
H 1.097 -5.667 -0.585 -0.012 -0.146 -0.120 0.09
C -5.210 0.849 -1.043 -0.193 -0.979 -0.376 0.00
C -3.934 1.304 -0.699 -1.132 1.294 0.292 -0.11
O 2.185 3.062 -0.619 0.194 -0.162 -0.046 -0.04
C -2.813 0.496 -0.822 -0.149 0.015 0.011 -0.19
C -2.014 4.872 0.809 1.577 -2.042 -0.768 -0.11
C -3.498 4.963 0.662 0.489 2.818 1.114 -0.25
H 0.011 -2.744 1.905 -0.064 0.141 -0.012 0.09
H 4.167 -3.417 3.476 -0.100 0.146 -0.129 0.09
C -1.351 3.680 0.475 -0.444 1.411 0.776 -0.06
H -0.209 6.070 1.175 -0.141 -0.210 0.008 0.06
H 3.397 -3.397 -1.699 -0.075 0.142 0.102 0.15
C -0.279 -3.320 1.026 0.479 0.023 -0.150 -0.01
H -0.771 0.916 -0.360 -0.482 0.174 0.000 0.16
C 0.923 -4.092 0.483 -0.239 -0.151 0.597 -0.41
H -1.509 6.274 2.360 -0.037 0.124 -0.125 0.09
H -6.076 1.496 -0.938 0.221 -0.080 0.000 0.11
O -4.058 6.013 0.989 0.485 -1.629 -0.555 0.12
H -6.323 -0.835 -1.804 0.141 0.037 0.032 0.10
C 0.847 3.537 -0.759 0.391 0.008 0.254 -0.43
O 0.444 -4.963 -0.511 0.103 -0.146 -0.284 -0.01
C 2.494 -2.082 0.871 0.116 0.736 -0.389 -0.46
N 3.066 -3.872 -0.874 -0.578 1.426 0.275 0.13
```
Forces are in eV/Å.

Output
Gap between HOMO and LUMO ... 6.81 eV
2S+1 ... 1
Relative energy (zero: lowest compared OMol25 entry of this formula, charge and spin) ... 0.9011 eV
Total charge ... 0
Calculated total energy ... -1509.5666 Eh
E_HOMO ... -0.298 Eh

=====

Below is a 2-piece molecular cluster, C4H12N2 overall, with properties calculated with ωB97M-V/def2-TZVPD.

```
18
Properties=species:S:1:pos:R:3:forces:R:3:lowdin_charge:R:1
H -2.699 -1.818 -0.802 -0.069 0.080 -0.059 0.06
N -1.808 -1.662 -1.254 -0.594 -0.349 0.005 -0.02
H 1.986 3.994 1.141 -0.888 0.846 0.273 0.10
H 1.254 2.654 -1.467 -0.649 0.296 0.046 0.05
H 0.419 -3.272 0.735 -0.081 -0.330 0.627 0.06
H -1.335 -3.433 1.226 0.097 -0.456 -0.279 0.06
C 1.434 3.488 -0.792 -0.034 -0.206 0.224 -0.03
H -0.962 -3.596 -1.273 -0.281 0.045 -0.160 0.10
C -0.822 -2.620 -0.806 0.861 0.244 0.459 -0.36
N 0.747 2.320 1.220 0.095 0.129 0.214 0.02
H 0.763 1.377 0.874 -0.129 0.109 -0.046 0.08
H -0.589 -1.899 1.257 0.302 0.056 -0.259 0.06
H 1.720 4.435 -1.216 0.660 -0.083 -0.065 0.03
H 0.542 2.466 2.190 0.227 -0.315 0.030 0.07
C -0.582 -2.846 0.702 -0.332 0.798 -0.246 -0.11
H -1.544 -0.700 -1.105 0.151 -0.027 0.167 0.06
C 1.332 3.374 0.538 0.718 -0.790 -0.675 -0.32
H 0.144 -2.261 -1.171 -0.055 -0.045 -0.255 0.10
```
Forces are in eV/Å.

Output
Gap between HOMO and LUMO ... 9.00 eV
2S+1 ... 1
Relative energy (zero: lowest compared OMol25 entry of this formula, charge and spin) ... 1.6452 eV
Total charge ... 0
Calculated total energy ... -269.0559 Eh
E_HOMO ... -0.302 Eh